1.
Here is the ion C26H56B2FNO6P with charge -1 at a distorted geometry from the OMol25 dataset. Energies are from ωB97M-V/def2-TZVPD.

Its orbital gap is 6.166 eV. Its HOMO energy is -3.48 eV.

```
! wB97M-V def2-TZVPD RIJCOSX def2/J DEFGRID3
* xyz -1 1
C -0.7835 -4.7131 -1.0408
C -1.9993 -4.8602 -0.1349
C -2.0560 -3.7381 0.8993
C -3.4807 -3.5515 1.4251
C -4.3298 -2.7357 0.4402
C -5.1318 -1.5898 1.0632
C -5.3069 -0.4751 0.0205
C -4.0098 0.3791 -0.0475
C -3.4027 0.5743 -1.4461
C -1.9228 0.1812 -1.4844
C -1.0851 1.1642 -0.6275
C -0.2392 2.2123 -1.3853
C -0.8142 2.6537 -2.7309
C -0.3222 1.8714 -3.9653
C -1.3954 1.8101 -5.0240
F -1.8948 3.0834 -5.3004
O -0.4555 3.4057 -0.5724
B 0.6067 3.3992 0.4970
C 1.4427 4.8565 0.4379
B -0.0808 3.3757 2.0586
O -1.1057 4.2869 2.3242
N 0.2475 2.4658 3.1993
C -0.5776 1.2692 3.2542
C 1.6755 2.1766 3.3109
O 1.5542 2.3063 0.1097
C 1.3159 2.1558 -1.2509
C 2.1634 1.0869 -1.9237
C 1.7809 -0.3614 -1.6789
C 1.7431 -0.7342 -0.1895
P 3.1934 -1.6268 0.3820
O 3.1893 -3.0538 0.0580
O 3.3217 -1.3021 1.9483
C 3.3247 -2.4572 2.8103
C 4.7548 -2.9731 3.0337
O 4.4384 -0.9353 -0.3705
C 4.9066 0.2866 0.2869
C 5.9745 0.8928 -0.6079
H -0.8193 -5.4352 -1.8533
H -0.7992 -3.7266 -1.4944
H 0.1438 -4.8380 -0.5012
H -2.0353 -5.8380 0.3380
H -2.8912 -4.7534 -0.7533
H -1.7432 -2.8107 0.4222
H -1.3819 -3.9537 1.7252
H -3.9248 -4.5300 1.5786
H -3.4138 -3.0215 2.3714
H -5.0571 -3.3908 -0.0285
H -3.6901 -2.3341 -0.3395
H -4.6360 -1.1599 1.9259
H -6.1004 -1.9658 1.3901
H -6.1163 0.1553 0.3715
H -5.5375 -0.8868 -0.9566
H -3.2747 -0.0069 0.6507
H -4.2690 1.3586 0.3412
H -3.9815 0.0700 -2.2141
H -3.4230 1.6382 -1.6636
H -1.5590 0.0367 -2.4952
H -1.8708 -0.8003 -1.0020
H -0.4925 0.6247 0.0982
H -1.7963 1.7512 -0.0624
H -0.5213 3.6878 -2.8149
H -1.8993 2.6270 -2.7062
H -0.0519 0.8474 -3.7449
H 0.5029 2.4098 -4.4202
H -2.2404 1.1895 -4.7263
H -0.9774 1.4268 -5.9530
H 0.7274 5.6723 0.3451
H 2.1938 4.8961 -0.3531
H 1.9330 5.0093 1.4036
H -1.6873 3.9076 3.0050
H -1.0959 1.0444 2.3153
H 0.0054 0.3919 3.5317
H -1.3559 1.3723 4.0151
H 2.2644 3.0145 2.9610
H 1.9356 1.2638 2.7670
H 1.9091 1.9710 4.3594
H 1.5988 3.0895 -1.7676
H 3.1965 1.2681 -1.6360
H 2.1334 1.2701 -2.9924
H 2.5409 -0.9750 -2.1617
H 0.8510 -0.6486 -2.1507
H 1.5860 0.1144 0.4739
H 0.9027 -1.4045 -0.0276
H 2.9488 -2.1022 3.7626
H 2.6429 -3.2284 2.4768
H 4.8858 -3.9600 2.6070
H 5.4359 -2.2982 2.5280
H 4.9842 -2.9527 4.0907
H 4.0467 0.9466 0.3680
H 5.3170 0.0569 1.2600
H 5.8948 1.9725 -0.5855
H 6.9497 0.6073 -0.2333
H 5.8722 0.5435 -1.6243
*
```

2.
Here is a structure of composition C26H56Br14NbO4 at a distorted geometry from the OMol25 dataset. Energies are from ωB97M-V/def2-TZVPD.

Its orbital gap is 6.084 eV. Its HOMO energy is -4.54 eV.

```
! wB97M-V def2-TZVPD RIJCOSX def2/J DEFGRID3
* xyz -1 1
C 4.8469 -0.1646 3.5602
C 4.6814 0.5294 2.2106
C 3.4654 -0.0233 1.4529
C 2.1629 0.6331 1.9776
C 1.7281 1.7833 1.0420
Nb 0.5335 -0.8707 2.4578
C -0.2871 -1.0474 0.3577
C -1.2675 -1.9154 3.3715
C -0.7282 1.0146 2.8306
C -0.5667 1.7390 4.1124
O 0.4576 2.1194 4.6484
O -1.7661 2.0116 4.7347
O 1.5730 -2.5423 2.3859
C 2.5506 -2.9628 3.3156
C 2.0182 -3.9488 4.3546
C 1.2317 -5.0988 3.7375
O 1.1887 -3.3107 5.3192
H 4.9179 -1.2500 3.4245
H 5.7548 0.1640 4.0799
H 3.9974 0.0399 4.2193
H 5.6050 0.4603 1.6185
H 4.4996 1.6012 2.3812
H 3.4514 -1.1159 1.5535
H 3.5764 0.1784 0.3775
H 2.4120 1.1256 2.9307
H 2.6000 2.1970 0.5074
H 1.2817 2.6070 1.6060
H 1.0106 1.4728 0.2709
H 1.0303 -0.6925 4.2489
H 0.5176 -1.2714 -0.3522
H -1.0757 -1.8048 0.2992
H -0.7393 -0.0862 0.0763
H -1.5603 -2.6579 2.6112
H -1.0042 -2.4439 4.2932
H -2.1387 -1.2831 3.5764
H -1.7716 0.6967 2.7405
H -0.5419 1.7437 2.0341
H -1.5160 2.4643 5.5529
H 2.9580 -2.0959 3.8492
H 3.3945 -3.4372 2.7888
H 2.9106 -4.3517 4.8634
H 1.8971 -5.7740 3.1858
H 0.7461 -5.6700 4.5355
H 0.4660 -4.7143 3.0595
H 1.2134 -2.3494 5.1645
Br -1.2473 -1.4451 -5.1190
C -1.2841 -0.4796 -3.4234
C -0.2621 0.6252 -3.3848
Br 1.5565 -0.0344 -3.1711
H -1.1265 -1.2100 -2.6346
H -2.2876 -0.0684 -3.3446
H -0.4473 1.2676 -2.5262
H -0.2584 1.2125 -4.2985
Br -5.4831 -0.1585 -2.9284
C -5.7009 0.7905 -1.2437
C -4.6945 1.9045 -1.1094
Br -2.9275 1.2168 -0.7135
H -5.6058 0.0513 -0.4528
H -6.7137 1.1883 -1.2557
H -4.9622 2.5634 -0.2861
H -4.5967 2.4697 -2.0302
Br 3.7483 -3.0488 -6.0990
C 4.3583 -1.3575 -6.8337
C 3.4772 -0.2056 -6.4278
Br 1.7747 -0.2133 -7.3500
H 4.3873 -1.4834 -7.9119
H 5.3661 -1.2094 -6.4520
H 3.9558 0.7379 -6.6848
H 3.2392 -0.2199 -5.3685
Br -6.0564 -4.0707 2.6793
C -5.3715 -4.7690 1.0004
C -3.9405 -4.3721 0.7476
Br -3.7587 -2.5066 0.2644
H -6.0320 -4.3961 0.2233
H -5.4560 -5.8512 1.0688
H -3.5459 -4.9431 -0.0903
H -3.3110 -4.5195 1.6212
Br 2.0732 3.5543 -7.6964
C 0.3701 3.5886 -8.6267
C -0.8047 3.7273 -7.6901
Br -1.1957 2.0786 -6.7438
H 0.3157 2.6681 -9.2010
H 0.4181 4.4417 -9.2997
H -1.7017 3.9643 -8.2582
H -0.6346 4.4925 -6.9385
Br 2.6998 1.2516 6.4352
C 4.2002 1.6024 7.6142
C 5.5403 1.2204 7.0285
Br 5.8367 -0.7002 7.0159
H 4.0086 1.0671 8.5401
H 4.1864 2.6740 7.8053
H 6.3449 1.6385 7.6294
H 5.6376 1.5508 5.9977
Br -6.0208 2.3981 -6.2195
C -6.7122 3.4062 -4.7139
C -6.0172 4.7359 -4.5563
Br -4.2227 4.5306 -3.8486
H -6.5854 2.7735 -3.8391
H -7.7717 3.5569 -4.9085
H -6.5530 5.3652 -3.8492
H -5.9203 5.2504 -5.5075
*
```